37
Properties=species:S:1:pos:R:3:forces:R:3 method="wB97M-V/def2-TZVPD" smiles=COc1ccc(CNCCc2ccc(Cl)cc2Cl)cc1 spin_multiplicity=1 relative_energy_kj_mol=0.00 homo_ev=-8.2 total_energy_ev=-45450.4233 gap_ha=0.3285 total_charge=0
C -4.331 0.674 -0.318 -0.1 0.1 -0.1
H -3.950 0.479 -1.326 0.0 0.0 0.0
O -3.452 0.196 0.669 0.2 -0.1 0.2
C -2.184 0.691 0.708 0.1 0.1 0.0
C -1.351 0.153 1.690 -0.2 0.1 0.0
C -0.044 0.568 1.799 -0.2 0.1 -0.1
C 0.470 1.543 0.949 0.0 0.3 -0.1
C -0.366 2.084 -0.012 0.2 0.0 0.2
C -1.682 1.667 -0.143 -0.4 -0.1 -0.1
H -2.298 2.113 -0.907 -0.1 0.0 -0.1
H 0.004 2.854 -0.676 0.1 0.1 -0.1
C 1.923 1.925 1.047 -0.1 0.0 -0.1
N 2.728 0.841 0.507 0.3 0.1 0.2
H 3.678 0.876 0.854 -0.1 0.0 0.0
C 2.706 0.716 -0.936 0.2 -0.3 -0.2
C 2.716 -0.768 -1.344 -0.1 0.4 0.0
C 1.451 -1.427 -0.885 0.1 -0.1 0.1
C 0.288 -1.296 -1.634 0.0 -0.1 0.1
C -0.912 -1.847 -1.229 -0.1 -0.1 0.1
C -0.961 -2.551 -0.038 0.4 0.1 -0.1
C 0.174 -2.700 0.739 -0.1 -0.1 -0.1
C 1.364 -2.132 0.312 -0.4 0.0 -0.3
Cl 2.749 -2.333 1.314 0.3 -0.2 0.3
H 0.135 -3.246 1.668 0.0 0.0 0.1
Cl -2.446 -3.246 0.489 -0.3 -0.1 0.1
H -1.802 -1.735 -1.829 -0.1 0.0 0.0
H 0.329 -0.748 -2.564 0.0 0.1 -0.1
H 3.583 -1.256 -0.899 0.0 0.0 -0.1
H 2.793 -0.833 -2.431 0.0 -0.1 0.0
H 1.781 1.165 -1.306 0.1 0.0 -0.1
H 3.553 1.227 -1.420 -0.2 0.0 0.0
H 2.100 2.885 0.530 -0.1 -0.1 0.1
H 2.198 2.048 2.097 0.0 0.1 -0.1
H 0.598 0.135 2.551 0.1 -0.1 0.1
H -1.758 -0.596 2.350 -0.1 -0.1 0.1
H -5.262 0.127 -0.174 0.0 0.1 -0.1
H -4.522 1.746 -0.204 0.0 0.0 0.0